The following is a quantum chemistry calculation of a molecular structure, C5H10 at a distorted geometry, from the OMol25 dataset.

HOMO   -0.283 Eh
Energy   -196.3219 a.u.
Kohn-Sham gap   8.367 eV

Structure (ORCA input):
```
! RIJCOSX wB97M-V def2-TZVPD def2/J DEFGRID3
* xyz 0 1
H 0.125 -1.017 -1.084
H 0.907 1.750 0.179
H -2.568 1.236 0.155
C -2.128 0.244 0.200
C -0.804 0.398 0.101
C 0.275 -0.427 -0.199
H -2.581 -0.743 0.282
C 1.262 -0.814 0.895
H 2.072 -1.365 0.436
H 4.536 -3.341 -3.183
H 3.953 -3.753 -3.384
H -0.600 2.162 -0.907
H 1.642 0.163 1.210
C -0.078 1.572 -0.184
H 0.760 -1.217 1.793
*
```

---

The following is a quantum chemistry calculation of a single C5H10 molecule at a distorted geometry, from the OMol25 dataset.

HOMO   -0.340 Eh
Energy   -196.4445 a.u.
SMILES   CCC1CC1
Kohn-Sham gap   10.586 eV

Structure (ORCA input):
```
! RIJCOSX wB97M-V def2-TZVPD def2/J DEFGRID3
* xyz 0 1
C 2.049 0.033 -0.253
H -1.967 1.554 -0.618
C 0.762 -0.565 0.300
H 2.914 -0.216 0.371
C -1.798 -0.481 0.116
H -2.639 -0.850 -0.459
H 2.245 -0.336 -1.267
H -0.352 0.498 -1.334
H 0.623 -0.281 1.352
C -0.473 -0.102 -0.454
H 1.966 1.123 -0.304
H -1.697 -0.929 1.103
H -1.117 1.487 1.015
H 0.859 -1.665 0.311
C -1.440 0.956 0.134
*
```

---

The following is a quantum chemistry calculation of a single C5H10 molecule at a distorted geometry, from the OMol25 dataset.

HOMO   -0.350 Eh
Energy   -196.3801 a.u.
SMILES   C/C=C/CC
Kohn-Sham gap   10.700 eV

Structure (ORCA input):
```
! RIJCOSX wB97M-V def2-TZVPD def2/J DEFGRID3
* xyz 0 1
C 0.086 -0.115 -0.095
C -2.433 -0.457 0.134
H -2.511 -1.260 -0.715
C 2.520 -0.286 0.018
H 3.042 -0.431 1.059
H -1.322 1.446 0.524
H -3.444 0.141 0.315
H 0.151 -1.151 -0.607
H -2.439 -1.097 0.895
H 3.326 0.222 -0.677
H 1.387 1.239 0.577
C 1.219 0.382 0.079
H -1.523 1.227 -1.079
C -1.284 0.604 -0.124
H 2.678 -1.107 -0.358
*
```

---

The following is a quantum chemistry calculation of a molecular structure, C5H10AlO4S at a distorted geometry, from the OMol25 dataset.

HOMO   -0.842 Eh
Energy   -1136.5681 a.u.
Kohn-Sham gap   4.327 eV

Structure (ORCA input):
```
! RIJCOSX wB97M-V def2-TZVPD def2/J DEFGRID3
* xyz 3 1
H 1.010 1.058 -1.254
C -1.590 1.601 -0.352
O 0.241 -2.611 -0.803
H 0.885 1.851 0.347
C 1.933 -0.028 0.358
H 1.970 -0.060 1.445
H -2.219 1.413 -1.217
O -2.008 -2.830 -1.338
Al 4.516 0.363 -1.046
H 1.904 -1.046 -0.041
S -1.079 -2.100 -0.614
C 0.859 0.907 -0.188
H -0.987 2.473 -0.583
O -1.499 -1.826 0.860
H -1.860 0.016 1.734
O -0.933 -0.527 -1.068
H -2.189 1.853 0.528
C -0.653 0.273 -0.020
H 2.979 0.435 0.047
C -1.035 -0.506 1.238
H -0.245 -0.708 1.965
*
```

---

The following is a quantum chemistry calculation of a single C5H10BN molecule at a distorted geometry, from the OMol25 dataset.

HOMO (spin up / spin down)   -0.306 / -0.268 Eh
Energy   -276.0352 a.u.
Kohn-Sham gap (spin up / spin down)   8.440 / 7.136 eV

Structure (ORCA input):
```
! RIJCOSX wB97M-V def2-TZVPD def2/J DEFGRID3
* xyz 0 1
C -2.301 -0.363 0.673
N 1.897 1.274 0.075
H -2.814 0.998 -1.010
H -2.856 0.206 1.404
H -2.282 -1.427 0.865
H -0.123 -1.578 -0.393
H -0.828 1.279 0.463
C -2.276 0.102 -0.735
C 0.120 -0.554 -0.132
C -1.025 0.271 0.126
H 3.109 -2.011 -0.094
H 3.956 -0.417 0.108
H 2.819 1.665 0.136
C 3.026 -0.936 -0.041
B 1.670 -0.137 -0.042
H 1.182 1.975 0.041
H -2.250 -0.646 -1.511
*
```

---

The following is a quantum chemistry calculation of 2 unconnected molecules or ions with the total composition C5H10BN4O5 at a distorted geometry, from the OMol25 dataset.

HOMO   -0.518 Eh
Energy   -816.3851 a.u.
Kohn-Sham gap   9.803 eV

Structure (ORCA input):
```
! RIJCOSX wB97M-V def2-TZVPD def2/J DEFGRID3
* xyz 1 1
H -0.449 2.916 -2.106
O -0.351 0.946 2.884
O 1.169 1.634 -1.997
N 0.500 -2.385 3.219
H 0.042 1.090 -4.504
H 2.655 -2.201 0.878
C -0.488 0.121 -2.655
O -1.326 -1.213 2.377
N -0.083 -1.719 2.294
H 0.299 0.938 3.597
N 0.676 -1.554 1.236
H -0.434 -0.828 -3.183
H -1.333 0.116 -1.963
O -2.255 0.208 4.104
B -1.312 0.017 3.169
C 0.210 2.377 -2.788
C -0.523 1.321 -3.601
H 0.398 -1.049 0.383
C 1.819 -2.178 1.551
H -2.317 -0.544 4.704
N 1.707 -2.688 2.760
C 0.783 0.372 -1.870
O 1.395 -0.420 -1.183
H -1.522 1.625 -3.900
H 0.740 3.097 -3.404
*
```

---

The following is a quantum chemistry calculation of a molecular structure, C5H10Br3N4O, from the OMol25 dataset.

HOMO   -0.474 Eh
Energy   -8212.5520 a.u.
Kohn-Sham gap   9.608 eV

Structure (ORCA input):
```
! RIJCOSX wB97M-V def2-TZVPD def2/J DEFGRID3
* xyz 1 1
H -0.010 -2.032 0.116
N -0.059 -0.539 2.135
H -1.163 1.557 -0.013
C -0.800 -0.853 -1.486
C -0.296 0.550 2.823
H -3.375 0.255 -1.613
H -0.100 -1.345 -2.159
N -0.363 -1.115 -0.113
C 4.099 0.619 -0.264
C -0.417 -0.232 0.863
H 4.161 0.201 -1.258
H -0.774 0.226 -1.646
Br 4.106 2.529 -0.437
H -1.011 2.488 2.290
N -0.847 1.040 0.792
N -0.763 1.538 2.063
H -2.250 -2.213 -2.385
O -3.075 -0.338 -2.307
H -2.680 -1.659 -0.783
C -2.252 -1.336 -1.740
Br 2.426 0.003 0.500
Br 5.594 -0.028 0.737
H -0.149 0.686 3.884
*
```

---

The following is a quantum chemistry calculation of a molecular structure, C5H10BrN2O2 at a distorted geometry, from the OMol25 dataset.

HOMO   -0.542 Eh
Energy   -3030.0360 a.u.
Kohn-Sham gap   9.857 eV

Structure (ORCA input):
```
! RIJCOSX wB97M-V def2-TZVPD def2/J DEFGRID3
* xyz 1 1
C 0.001 -0.482 -1.799
N 0.243 1.653 -0.460
H 0.910 -0.368 -2.394
H -1.724 0.844 0.121
H 2.146 -0.429 2.316
H 0.429 -0.476 2.493
O -0.433 2.527 -1.283
H -0.786 -0.094 -2.640
C 1.263 -0.701 1.854
H 1.279 -1.731 1.733
H -0.114 3.395 -1.082
O 1.514 2.852 0.906
C -1.228 -0.094 0.357
C 1.317 -0.015 0.513
C 0.081 0.199 -0.374
N 1.005 1.892 0.519
H -1.212 -0.382 1.335
H -0.153 -1.599 -1.628
H -1.739 -0.942 -0.202
Br 3.033 -0.173 -0.297
*
```

---

The following is a quantum chemistry calculation of a molecular structure, C5H10BrNO at a distorted geometry, from the OMol25 dataset.

HOMO   -0.332 Eh
Energy   -2900.4054 a.u.
Kohn-Sham gap   9.568 eV

Structure (ORCA input):
```
! RIJCOSX wB97M-V def2-TZVPD def2/J DEFGRID3
* xyz 0 1
H -1.906 -0.270 1.746
Br -2.368 -0.545 -1.531
C -0.205 -0.027 0.299
H -0.486 1.012 2.242
H 1.634 -1.251 0.334
H -1.792 1.460 1.165
H 1.190 -0.322 1.792
C -1.150 0.504 1.410
C 0.478 1.197 -0.404
O 1.356 0.598 -1.332
H 1.340 -1.318 -2.008
C 0.662 -0.514 -1.965
N -0.670 -0.942 -0.710
C 0.834 -0.893 1.008
H 0.007 -0.345 -2.806
H -0.314 1.720 -1.001
H 1.092 1.669 0.327
H 0.298 -1.734 1.433
*
```

---

The following is a quantum chemistry calculation of 2 unconnected molecules or ions with the total composition C5H10Cl3OP at a distorted geometry, from the OMol25 dataset.

HOMO   -0.307 Eh
Energy   -1993.6251 a.u.
Kohn-Sham gap   8.594 eV

Structure (ORCA input):
```
! RIJCOSX wB97M-V def2-TZVPD def2/J DEFGRID3
* xyz 0 1
H 1.952 -1.493 1.365
H 0.745 -1.002 2.407
P -0.710 -0.343 -0.390
C 0.448 1.635 -2.086
C 0.939 -1.705 1.581
H 1.282 1.863 -2.808
Cl -2.367 0.414 2.416
H 1.600 0.677 -0.324
H -0.939 -2.524 0.631
Cl -2.446 2.491 0.398
C -1.493 1.402 1.250
C 0.803 0.566 -1.088
H 0.258 -2.291 -0.546
C -0.125 -1.867 0.411
O -1.788 -0.557 -1.342
H 0.974 -2.738 1.999
H -0.388 1.145 -2.591
H 0.294 2.612 -1.587
Cl -0.009 2.072 1.909
H 0.970 -0.356 -1.607
*
```

---

The following is a quantum chemistry calculation of a molecular structure, C5H10Cl4FO3Pd at a distorted geometry, from the OMol25 dataset.

HOMO (spin up / spin down)   -0.477 / -0.476 Eh
Energy   -2490.3133 a.u.
Kohn-Sham gap (spin up / spin down)   6.408 / 3.641 eV

Structure (ORCA input):
```
! RIJCOSX wB97M-V def2-TZVPD def2/J DEFGRID3
* xyz 1 3
H -5.772 -16.395 -25.686
C -7.743 -20.615 -28.657
H -7.460 -19.839 -27.946
Pd -7.821 -16.399 -29.685
O -8.869 -18.421 -29.983
H -12.790 -19.943 -29.840
H -4.815 -17.808 -25.598
C -11.809 -20.267 -29.493
C -9.562 -19.378 -29.705
Cl -7.193 -18.554 -23.780
H -7.972 -18.551 -26.009
H -7.704 -21.536 -28.074
H -9.113 -17.706 -24.883
O -9.124 -20.488 -29.057
H -11.656 -20.396 -28.422
O -10.860 -19.350 -29.961
H -7.163 -20.552 -29.578
Cl -9.476 -20.060 -24.747
C -8.468 -18.571 -25.038
C -4.780 -16.738 -25.393
Cl -4.473 -16.480 -23.684
Cl -3.521 -15.994 -26.472
F -6.878 -17.371 -27.964
H -11.653 -21.254 -29.930
*
```

---

The following is a quantum chemistry calculation of a molecular structure, C5H10ClO4P at a distorted geometry, from the OMol25 dataset.

HOMO   -0.368 Eh
Energy   -1299.0466 a.u.
Kohn-Sham gap   10.661 eV

Structure (ORCA input):
```
! RIJCOSX wB97M-V def2-TZVPD def2/J DEFGRID3
* xyz 0 1
P -0.573 -0.488 -0.626
O -1.227 0.915 -1.087
O -1.458 -1.285 0.189
H 2.082 0.077 -0.273
O 1.095 1.935 1.550
Cl 1.419 -1.760 0.821
H 1.610 -0.273 3.319
C 1.109 -0.118 0.296
H 1.359 -2.211 -3.004
H 1.898 -0.772 -2.136
H 0.175 0.683 3.456
H -3.140 1.931 -1.137
C 0.967 0.745 1.527
O -0.180 -1.164 -1.966
C 0.630 -0.007 2.766
H -0.008 -0.847 2.742
H -2.996 0.761 0.111
H -2.156 2.282 0.312
C 1.047 -1.163 -2.720
H 0.804 -0.731 -3.695
C -2.458 1.489 -0.446
*
```

---

The following is a quantum chemistry calculation of a single C5H10ClPS molecule at a distorted geometry, from the OMol25 dataset.

HOMO (spin up / spin down)   -0.319 / -0.323 Eh
Energy   -1396.1461 a.u.
Kohn-Sham gap (spin up / spin down)   6.334 / 8.457 eV

Structure (ORCA input):
```
! RIJCOSX wB97M-V def2-TZVPD def2/J DEFGRID3
* xyz 0 1
H 0.200 -0.989 2.185
C -0.030 1.444 -0.048
Cl 0.166 -3.541 -1.988
H 1.591 0.082 1.770
C 1.178 -0.577 -0.850
S 3.199 -2.725 -1.921
H -1.082 1.813 -0.057
H 0.397 1.676 -1.024
C -1.239 -0.720 -0.227
H -1.557 -0.494 -1.273
C 0.092 -0.164 0.147
P 1.554 -2.566 -0.791
H 0.606 1.878 0.788
H -0.973 -1.745 -0.082
C 0.665 -0.464 1.470
H 1.260 -0.368 -1.901
H 2.107 -0.248 -0.417
H -2.006 -0.412 0.431
*
```

---

The following is a quantum chemistry calculation of a molecular structure, C5H10EuO3 at a distorted geometry, from the OMol25 dataset.

HOMO (spin up / spin down)   -0.224 / -0.241 Eh
Energy   -1132.3754 a.u.
Kohn-Sham gap (spin up / spin down)   5.869 / 6.116 eV

Structure (ORCA input):
```
! RIJCOSX wB97M-V def2-TZVPD def2/J DEFGRID3
* xyz 0 8
O 0.767 -0.571 -0.854
Eu 0.036 1.526 -0.757
C 2.379 0.634 0.496
C -1.189 -0.541 0.708
H -3.332 1.473 -0.969
C -3.083 0.765 -0.167
H -0.770 -1.900 -0.913
H 2.450 -1.493 -0.054
O -1.696 0.536 -0.187
H 0.283 -2.069 0.545
H -3.388 1.185 0.803
H 3.475 0.784 0.562
O 1.721 1.790 0.082
C -0.264 -1.365 -0.098
H -3.614 -0.183 -0.335
H 2.696 -0.347 -1.412
H -0.655 -0.016 1.524
C 2.140 -0.526 -0.479
H 2.046 0.318 1.506
*
```

---

The following is a quantum chemistry calculation of 2 unconnected molecules or ions with the total composition C5H10F2IO3P at a distorted geometry, from the OMol25 dataset.

HOMO (spin up / spin down)   -0.342 / -0.323 Eh
Energy   -1260.9328 a.u.
Kohn-Sham gap (spin up / spin down)   7.987 / 7.406 eV

Structure (ORCA input):
```
! RIJCOSX wB97M-V def2-TZVPD def2/J DEFGRID3
* xyz 0 1
H -1.023 3.797 1.726
F -2.920 0.441 2.202
H -0.127 2.807 -0.640
H 2.174 -2.581 -0.446
C 0.311 2.624 0.348
O 0.889 1.323 0.342
C -0.687 2.830 1.454
H -0.266 2.309 2.378
O -0.078 0.028 -1.653
H 1.219 3.149 0.696
C 1.152 -2.242 -0.637
H 0.110 -3.219 1.050
C 0.088 -3.217 -0.121
H 0.364 -4.147 -0.453
C -2.615 -0.454 1.203
P 0.109 0.075 -0.207
H -1.011 -3.062 -0.345
H -1.619 2.251 1.101
H 1.128 -1.949 -1.734
O 1.206 -1.061 0.175
F -2.839 -1.655 1.679
I -3.779 -0.027 -0.527
*
```

---

The following is a quantum chemistry calculation of 2 unconnected molecules or ions with the total composition C5H10F2IO3P at a distorted geometry, from the OMol25 dataset.

HOMO (spin up / spin down)   -0.319 / -0.320 Eh
Energy   -1260.9683 a.u.
Kohn-Sham gap (spin up / spin down)   7.994 / 7.995 eV

Structure (ORCA input):
```
! RIJCOSX wB97M-V def2-TZVPD def2/J DEFGRID3
* xyz 0 1
P 0.014 0.254 0.169
C -0.399 3.642 -1.127
C -1.059 2.518 -0.422
O -0.667 1.183 -0.910
C 0.961 -3.275 -0.247
F 2.526 1.580 -1.421
H 1.001 -2.880 -1.236
F 2.315 -0.503 -2.179
H -0.932 4.538 -1.039
O -0.504 -1.211 -0.245
H 1.995 -3.268 0.156
C 2.343 0.265 -1.114
H -0.979 -3.009 0.699
H 0.266 -1.976 1.573
H 0.685 3.824 -0.804
I 3.721 -0.425 0.381
O -0.251 0.680 1.578
H -0.799 2.478 0.533
H -0.340 3.464 -2.199
C -0.044 -2.416 0.581
H -2.252 2.623 -0.488
H 0.606 -4.287 -0.364
*
```

---

The following is a quantum chemistry calculation of a single C5H10FN molecule at a distorted geometry, from the OMol25 dataset.

HOMO   -0.344 Eh
Energy   -351.0970 a.u.
SMILES   C[C@@H]1[C@@H](N)C[C@@H]1F
Kohn-Sham gap   10.522 eV

Structure (ORCA input):
```
! RIJCOSX wB97M-V def2-TZVPD def2/J DEFGRID3
* xyz 0 1
H 2.628 1.027 -0.029
C 0.948 -0.049 -0.357
H -1.179 1.532 -1.086
H 0.258 0.902 1.480
H 0.706 0.118 -1.414
N 2.354 0.115 -0.037
H 0.954 -1.796 1.009
C -0.828 1.836 -0.071
C -0.117 0.680 0.492
C -0.935 -0.648 0.531
F -1.806 -0.744 -0.539
H -1.688 2.150 0.518
H -1.506 -0.897 1.443
H 0.231 -2.236 -0.504
H -0.164 2.718 -0.150
C 0.364 -1.366 0.154
H 2.940 -0.344 -0.647
*
```

---

The following is a quantum chemistry calculation of a single C5H10FN molecule at a distorted geometry, from the OMol25 dataset.

HOMO   -0.335 Eh
Energy   -350.9738 a.u.
SMILES   C=CN(F)CCC
Kohn-Sham gap   10.187 eV

Structure (ORCA input):
```
! RIJCOSX wB97M-V def2-TZVPD def2/J DEFGRID3
* xyz 0 1
H 0.655 -0.175 -2.764
C -0.124 -1.009 -0.010
F -1.348 0.319 1.537
C 1.013 0.716 1.594
H -0.013 0.938 -1.661
H 1.850 1.489 3.378
C 0.880 1.268 2.758
H -0.106 1.646 3.069
H -0.831 -1.912 -1.665
H 1.877 0.629 0.893
H -2.026 -0.708 -1.189
C -0.274 0.041 -2.268
H -0.516 -1.814 0.682
H 1.002 -1.175 -0.427
C -0.940 -0.935 -1.358
N -0.247 0.319 0.626
H -0.851 0.362 -3.195
*
```

---

The following is a quantum chemistry calculation of a gas-phase ion, C5H10FN2 (charge +1) at a distorted geometry, from the OMol25 dataset.

HOMO   -0.515 Eh
Energy   -405.6067 a.u.
SMILES   CN1CC[N+](C)=C1F
Kohn-Sham gap   11.093 eV

Structure (ORCA input):
```
! RIJCOSX wB97M-V def2-TZVPD def2/J DEFGRID3
* xyz 1 1
H 1.861 0.249 -0.654
H -1.880 -1.791 1.584
H 0.954 1.774 -0.492
H 0.259 -0.154 -3.008
C 0.997 0.757 -0.364
H -1.415 -0.071 -2.577
H -0.259 -2.156 2.164
F -2.026 -0.869 -0.712
C 0.683 0.310 1.106
C -0.972 -1.370 1.939
H -1.417 -1.009 2.832
C -0.493 0.416 -2.445
N -0.145 0.235 -1.149
N -0.463 -0.565 0.905
H 0.372 1.138 1.657
H 1.597 -0.053 1.582
C -0.901 -0.427 -0.343
H -0.437 1.332 -2.922
*
```

---

The following is a quantum chemistry calculation of 2 unconnected molecules or ions with the total composition C5H10FN2 at a distorted geometry, from the OMol25 dataset.

HOMO   -0.542 Eh
Energy   -405.5573 a.u.
Kohn-Sham gap   11.625 eV

Structure (ORCA input):
```
! RIJCOSX wB97M-V def2-TZVPD def2/J DEFGRID3
* xyz 1 1
H -1.336 1.090 -0.044
H -0.038 2.142 -0.181
F -1.397 -0.060 -2.205
C -0.778 -0.920 2.712
C -0.562 1.045 -1.944
H 2.099 1.084 1.221
H -1.143 1.813 -2.486
N -0.419 -1.726 1.997
C -0.360 1.168 -0.368
H -0.950 -0.216 3.467
H 0.745 -1.638 -1.186
H 0.198 -1.827 0.462
H -0.935 -1.166 -0.766
H 0.396 0.933 -2.356
C 1.638 0.159 0.800
H 2.243 -0.626 1.090
C 0.511 0.039 0.166
N 0.087 -1.295 -0.379
*
```